Below is a 2-piece molecular cluster, C6H11N2O overall in a non-equilibrium geometry, with properties calculated with wB97M-V/def2-TZVPD.

The geometry in ORCA input format:
```
! wB97M-V def2-TZVPD RIJCOSX def2/J DEFGRID3
* xyz 1 1
C -1.625 -0.102 0.499
C 1.670 -2.226 0.379
C -2.994 -0.061 1.075
C -2.523 0.839 -0.101
C 1.315 0.666 1.109
C 0.594 0.093 -1.223
N -0.512 -0.627 0.669
N 0.678 -0.206 0.213
O 1.518 -2.871 -0.543
H 1.910 -2.205 1.497
H -3.657 -0.918 1.013
H -2.993 0.486 2.009
H -2.489 1.947 -0.080
H -2.704 0.584 -1.255
H 1.000 0.412 2.195
H 2.343 0.699 1.093
H 1.068 1.643 1.008
H 1.331 -0.450 -1.822
H -0.275 -0.227 -1.688
H 0.709 1.164 -1.504
*
```

The calculation puts the orbital gap at 8.14 eV. As for the LUMO energy: -4.922 eV. The total energy is -11415.2540 eV. The molecular weight comes out at 127.2 g/mol. As for the energy relative to the best compared isomer or geometry (same formula, charge and spin): 666.98 kJ/mol.

Below is an isolated ion of composition C6H11N2O2 and charge +1 in a non-equilibrium geometry, with properties calculated with wB97M-V/def2-TZVPD.

The geometry in ORCA input format:
```
! wB97M-V def2-TZVPD RIJCOSX def2/J DEFGRID3
* xyz 1 1
C 0.075 -2.004 2.045
O 0.577 -1.676 0.731
C 1.214 -0.352 0.604
C 2.405 -0.523 -0.338
C 0.006 0.578 -0.279
N -1.060 -0.014 -0.753
C -1.976 0.970 -1.232
O -3.141 0.648 -1.770
C -1.379 2.189 -1.064
N -0.143 1.875 -0.496
H -1.017 -1.737 2.128
H 0.616 -1.369 2.769
H 0.091 -3.049 2.240
H 1.521 0.246 1.486
H 3.364 0.024 -0.031
H 2.138 -0.250 -1.363
H 2.778 -1.527 -0.366
H -1.264 -1.014 -0.813
H -3.694 1.357 -2.069
H -1.705 3.116 -1.203
H 0.594 2.514 -0.227
*
```

The calculation puts the orbital gap at 10.68 eV. As for the LUMO energy: -2.663 eV. Its SMILES is CO[C@@H](C)c1[nH]c(O)c[nH+]1. The total energy is -13467.6673 eV. The molecular weight comes out at 143.2 g/mol. As for the energy relative to the best compared isomer or geometry (same formula, charge and spin): 237.93 kJ/mol.

Below is C6H11N2O4P as an isolated structure in a non-equilibrium geometry, with properties calculated with wB97M-V/def2-TZVPD.

The geometry in ORCA input format:
```
! wB97M-V def2-TZVPD RIJCOSX def2/J DEFGRID3
* xyz 0 1
C 3.686 -0.013 -0.686
C 0.538 -1.071 -0.110
C -0.305 -0.117 -0.533
C 1.139 -3.319 0.005
C -2.068 1.674 -0.121
C -0.536 1.296 0.023
N 1.905 1.982 1.383
N 2.784 0.752 -0.747
O 4.634 -0.682 -0.791
O -2.284 1.721 -1.482
O 0.195 2.285 -0.709
O 0.612 -2.223 -0.723
P 2.311 2.324 -0.048
H 1.267 -0.744 0.645
H -1.001 -0.513 -1.226
H 1.735 -3.891 -0.869
H 0.273 -3.965 0.258
H 1.771 -3.161 0.910
H -2.785 1.076 0.442
H -2.174 2.656 0.235
H -0.110 1.173 0.932
H 1.807 2.545 2.220
H -3.213 2.030 -1.655
H -0.302 2.042 -1.580
*
```

The calculation puts the orbital gap at 8.99 eV. As for the LUMO energy: 0.501 eV. The total energy is -26856.0190 eV. The molecular weight comes out at 206.1 g/mol. As for the energy relative to the best compared isomer or geometry (same formula, charge and spin): 371.13 kJ/mol.

Below is an isolated ion of composition C6H11N2OS and charge +1 in a non-equilibrium geometry, with properties calculated with wB97M-V/def2-TZVPD.

The geometry in ORCA input format:
```
! wB97M-V def2-TZVPD RIJCOSX def2/J DEFGRID3
* xyz 1 3
C 0.012 -0.348 -0.732
C -1.942 0.253 0.404
C 2.270 -0.778 -1.401
C -1.259 0.530 1.691
C 2.424 0.657 -0.848
C -0.075 2.177 0.465
N -1.207 -0.629 -0.464
N 0.940 -1.198 -1.245
O -0.193 1.476 1.620
S 0.585 1.345 -1.008
H -2.996 -0.161 0.496
H -1.933 1.276 -0.063
H 2.570 -0.832 -2.428
H 3.023 -1.366 -0.897
H -1.925 0.875 2.405
H -0.771 -0.483 1.994
H 2.833 0.454 0.093
H 3.121 1.287 -1.306
H 0.534 3.035 0.748
H -1.480 -1.525 -0.650
H 0.607 -2.075 -1.564
*
```

The calculation puts the orbital gap (spin up / spin down) at 7.21 / 8.56 eV. As for the LUMO energy (spin up / spin down): -2.819 / -5.193 eV. The total energy is -22251.2668 eV. The expectation value of S² is 2.010. The molecular weight comes out at 159.2 g/mol. As for the energy relative to the best compared isomer or geometry (same formula, charge and spin): 60.85 kJ/mol.

Below is an isolated ion of composition C6H11N2S and charge +1 in a non-equilibrium geometry, with properties calculated with wB97M-V/def2-TZVPD.

The geometry in ORCA input format:
```
! wB97M-V def2-TZVPD RIJCOSX def2/J DEFGRID3
* xyz 1 1
C 1.197 -1.805 -0.401
C 2.243 -1.202 0.195
C 0.068 0.085 -0.133
C 2.908 1.335 -0.551
C -3.055 -0.285 0.957
C -0.973 0.928 0.103
N 0.022 -1.120 -0.482
N -2.276 0.434 -0.239
S 1.839 0.455 0.682
H 1.153 -2.937 -0.705
H 3.162 -1.563 0.631
H 2.366 1.350 -1.409
H 3.840 0.783 -0.624
H 3.191 2.322 -0.354
H -3.590 0.370 1.727
H -3.804 -0.874 0.337
H -2.366 -0.916 1.589
H -0.956 1.913 0.468
H -2.141 -0.363 -0.893
H -2.830 1.089 -0.898
*
```

The calculation puts the orbital gap at 8.15 eV. As for the LUMO energy: -3.125 eV. The total energy is -20205.6508 eV. The molecular weight comes out at 143.2 g/mol. As for the energy relative to the best compared isomer or geometry (same formula, charge and spin): 434.35 kJ/mol.

Below is a 2-piece molecular cluster, C6H11N3 overall in a non-equilibrium geometry, with properties calculated with wB97M-V/def2-TZVPD.

The geometry in ORCA input format:
```
! wB97M-V def2-TZVPD RIJCOSX def2/J DEFGRID3
* xyz 0 1
C 2.480 -1.077 -0.008
N 1.295 -0.719 -0.477
N 0.504 0.266 0.046
C 1.134 1.238 0.958
C -0.777 0.634 -0.477
C -1.289 -0.090 -1.437
C -1.383 1.852 0.059
H 2.818 -1.893 -0.653
H 3.094 -0.649 0.657
H 0.392 1.513 1.661
H 2.013 0.649 1.525
H 1.610 2.136 0.367
H -0.748 -0.924 -1.951
H -2.248 0.273 -1.949
H -1.976 1.551 0.949
H -2.059 2.342 -0.636
H -0.608 2.572 0.444
C -1.419 -3.248 0.397
N -0.913 -2.277 0.021
H -1.920 -4.150 0.504
*
```

The calculation puts the orbital gap at 8.36 eV. As for the LUMO energy: 1.001 eV. Its SMILES is C=NN(C)C(=C)C.C#N. The total energy is -10866.1084 eV. The molecular weight comes out at 125.2 g/mol. As for the energy relative to the best compared isomer or geometry (same formula, charge and spin): 454.48 kJ/mol.